A structure of composition C6H15NO2Sn, computed with ωB97M-V with the def2-TZVPD basis set.

Each line ends with the Mulliken charge.
Element x y z (Å)
1 Sn -21.58 -1.87 18.12  1.59
2 C -19.45 -0.96 13.99  -0.79
3 O -18.96 -0.43 15.22  -0.29
4 C -17.97 0.54 15.05  -0.61
5 C -17.15 0.98 16.25  -0.69
6 N -18.07 1.31 17.34  -0.15
7 C -17.40 1.74 18.61  -0.79
8 C -17.16 0.62 19.52  -0.47
9 O -18.27 0.03 20.11  -0.34
10 C -18.11 -0.64 21.32  -0.76
11 H -18.81 -1.66 13.47  0.34
12 H -19.66 -0.23 13.21  0.34
13 H -20.45 -1.39 14.10  0.22
14 H -18.33 1.47 14.60  0.38
15 H -17.29 0.12 14.31  0.42
16 H -16.64 1.86 15.85  0.33
17 H -16.48 0.19 16.58  0.43
18 H -18.50 2.13 16.95  0.33
19 H -18.23 2.28 19.07  0.35
20 H -16.56 2.43 18.50  0.41
21 H -16.54 0.94 20.36  0.45
22 H -16.50 -0.16 19.14  0.39
23 H -17.83 0.01 22.15  0.32
24 H -17.22 -1.26 21.22  0.37
25 H -18.93 -1.32 21.53  0.21

E = -17857.6642 eV
maximum force = 3.77 eV Å⁻¹
net charge = +2
HOMO = -0.5690 Eh
relative energy (zero: lowest compared OMol25 entry of this formula, charge and spin) = 90.61 kcal/mol
orbital gap = 0.1170 Ha

A structure of composition C31H32N4O2PdSi, computed with ωB97M-V with the def2-TZVPD basis set.

Each line ends with the Mulliken charge.
Element x y z (Å)
1 Pd -0.50 1.13 -1.02  0.06
2 O 0.83 4.94 -1.04  -0.53
3 C 0.72 3.76 -1.17  -0.19
4 N -0.50 3.06 -1.24  0.16
5 C -1.73 3.73 -1.16  0.19
6 O -1.90 4.91 -1.18  -0.52
7 C -2.85 2.75 -1.05  0.32
8 C -4.16 3.19 -1.03  -0.70
9 C -5.17 2.27 -0.80  -0.38
10 C -4.80 0.95 -0.54  -1.27
11 C -3.47 0.59 -0.59  0.13
12 N -2.50 1.46 -0.91  0.39
13 C 1.88 2.84 -1.34  0.47
14 C 3.13 3.40 -1.47  -0.63
15 C 4.23 2.57 -1.62  -0.42
16 C 4.01 1.20 -1.59  -1.19
17 C 2.73 0.72 -1.43  -0.17
18 N 1.64 1.51 -1.34  0.44
19 H -4.34 4.24 -1.16  0.58
20 H -6.20 2.57 -0.77  0.47
21 H -5.54 0.20 -0.29  0.51
22 H -3.18 -0.40 -0.32  0.34
23 H 3.21 4.48 -1.46  0.56
24 H 5.23 2.97 -1.74  0.50
25 H 4.82 0.50 -1.67  0.51
26 H 2.61 -0.34 -1.34  0.92
27 C -0.65 1.25 1.06  -0.51
28 Si 0.11 -0.47 1.35  -0.27
29 C -0.48 -1.66 0.00  -0.50
30 N -0.68 -1.09 -1.39  0.82
31 C -1.90 -1.63 -2.08  -0.93
32 C -1.75 -3.06 -2.60  -0.75
33 C -0.58 -3.21 -3.55  -0.92
34 C 0.66 -2.76 -2.81  -0.76
35 C 0.50 -1.34 -2.27  -0.57
36 C 1.95 -0.34 1.41  1.10
37 C 2.73 -1.50 1.27  -0.16
38 C 4.10 -1.46 1.44  -0.84
39 C 4.72 -0.27 1.79  -0.57
40 C 3.97 0.89 1.96  -0.93
41 C 2.60 0.85 1.77  -0.32
42 C -0.59 -1.06 2.94  0.83
43 C 0.20 -1.14 4.10  -0.29
44 C -0.35 -1.51 5.31  -0.82
45 C -1.71 -1.79 5.40  -0.54
46 C -2.52 -1.71 4.27  -0.83
47 C -1.96 -1.34 3.06  -0.26
48 H -0.05 2.12 1.33  0.40
49 H -1.70 1.39 1.27  0.82
50 H -1.41 -2.13 0.32  0.85
51 H 0.27 -2.46 -0.04  0.29
52 H -2.13 -0.95 -2.90  0.41
53 H -2.72 -1.66 -1.39  0.44
54 H -2.69 -3.33 -3.08  0.46
55 H -1.62 -3.74 -1.75  0.31
56 H -0.73 -2.60 -4.45  0.32
57 H -0.47 -4.24 -3.88  0.43
58 H 1.55 -2.76 -3.45  0.48
59 H 0.87 -3.44 -1.98  0.25
60 H 0.43 -0.64 -3.11  0.74
61 H 1.35 -1.10 -1.67  -0.55
62 H 2.27 -2.45 1.03  0.42
63 H 4.69 -2.36 1.33  0.46
64 H 5.80 -0.24 1.95  0.45
65 H 4.45 1.81 2.25  0.50
66 H 2.04 1.76 1.92  0.31
67 H 1.26 -0.92 4.04  0.31
68 H 0.27 -1.58 6.19  0.43
69 H -2.14 -2.08 6.35  0.41
70 H -3.57 -1.93 4.34  0.44
71 H -2.61 -1.28 2.19  0.11

E = -54064.4576 eV
maximum force = 1.71 eV Å⁻¹
net charge = +2
HOMO = -0.5303 Eh
orbital gap = 0.2352 Ha

An isolated molecule of C5H3Cl2N3O2, computed with ωB97M-V with the def2-TZVPD basis set.

Each line ends with the Mulliken charge.
Element x y z (Å)
1 C 2.82 1.72 -0.08  -0.07
2 C 1.90 -0.24 1.23  0.39
3 C -0.47 -0.62 0.82  -0.41
4 C -1.13 0.77 0.75  -0.07
5 C -0.82 0.03 -0.46  0.04
6 N 2.29 0.83 0.48  0.02
7 N 0.80 -0.83 1.34  -0.34
8 N -1.09 -0.11 -1.70  0.79
9 O -1.66 0.67 -2.45  -0.67
10 O -0.59 -1.28 -2.28  -0.44
11 Cl 3.23 -0.84 2.17  -0.14
12 Cl -2.80 0.94 1.29  -0.18
13 H -0.82 -1.25 -3.23  0.37
14 H -1.12 -1.44 1.12  0.42
15 H -0.54 1.64 1.02  0.29

E = -38836.7619 eV
maximum force = 1.60 eV Å⁻¹
net charge = 0
HOMO = -0.3574 Eh
relative energy (zero: lowest compared OMol25 entry of this formula, charge and spin) = 36.04 kcal/mol
orbital gap = 0.3378 Ha

A cluster of 15 separate species, C37H70Br28F2NO4S in total, computed with ωB97M-V with the def2-TZVPD basis set.

Each line ends with the Mulliken charge.
Element x y z (Å)
1 C 3.01 6.01 0.61  -0.64
2 C 3.44 4.59 0.81  0.67
3 O 2.94 3.81 1.59  -0.67
4 O 4.48 4.24 0.01  -0.15
5 C 4.27 2.98 -0.65  0.32
6 C 3.02 2.92 -1.53  -0.36
7 C 2.31 1.56 -1.40  -0.99
8 C 0.82 1.67 -1.00  0.04
9 C 0.73 1.59 0.52  0.96
10 S -0.95 1.46 1.19  0.10
11 N -1.75 3.00 1.07  0.28
12 C -3.10 2.83 0.68  0.62
13 O -3.58 1.81 0.32  -0.39
14 F -3.80 3.95 0.86  -0.15
15 C -1.04 4.04 0.36  0.30
16 O -0.12 4.62 0.77  -0.41
17 F -1.57 4.19 -0.85  -0.20
18 H 2.26 6.29 1.35  0.36
19 H 2.64 6.11 -0.41  0.21
20 H 3.89 6.65 0.66  0.02
21 H 5.15 2.79 -1.27  -0.86
22 H 4.27 2.18 0.10  0.50
23 H 2.33 3.74 -1.32  0.15
24 H 3.33 3.05 -2.57  0.47
25 H 2.83 0.93 -0.67  0.56
26 H 2.32 1.05 -2.36  0.27
27 H 0.29 0.82 -1.44  0.23
28 H 0.42 2.60 -1.38  0.28
29 H 1.15 0.64 0.88  -0.75
30 H 1.25 2.40 1.03  0.02
31 H -1.55 0.69 0.25  0.16
32 Br 1.99 -1.47 1.77  -0.21
33 C 0.80 -2.92 2.31  -0.38
34 C 0.07 -3.52 1.13  -0.38
35 Br -1.34 -2.38 0.43  -0.09
36 H 0.14 -2.50 3.05  0.29
37 H 1.43 -3.68 2.77  0.24
38 H -0.42 -4.44 1.44  0.10
39 H 0.72 -3.72 0.28  0.43
40 Br 7.16 1.70 -2.51  -0.17
41 C 8.34 3.12 -1.88  -0.22
42 C 9.50 2.55 -1.12  -0.68
43 Br 8.95 1.97 0.65  -0.13
44 H 7.73 3.79 -1.28  -0.02
45 H 8.68 3.63 -2.78  0.40
46 H 10.26 3.31 -0.96  0.34
47 H 9.95 1.69 -1.61  0.44
48 Br 6.86 7.26 -1.15  -0.10
49 C 6.87 7.08 0.79  -0.60
50 C 8.22 7.39 1.36  -0.66
51 Br 9.44 5.92 1.03  -0.13
52 H 6.55 6.07 1.01  0.30
53 H 6.13 7.79 1.15  0.42
54 H 8.17 7.50 2.44  0.40
55 H 8.67 8.28 0.93  0.40
56 Br 3.00 -1.02 -5.57  -0.07
57 C 3.25 -2.56 -4.41  -0.66
58 C 1.95 -3.29 -4.16  -0.63
59 Br 0.78 -2.33 -2.91  -0.08
60 H 3.69 -2.20 -3.49  0.34
61 H 3.95 -3.20 -4.93  0.38
62 H 2.13 -4.25 -3.69  0.36
63 H 1.37 -3.43 -5.07  0.37
64 Br -8.38 3.79 -2.34  -0.12
65 C -7.18 4.30 -0.90  -0.47
66 C -7.72 3.92 0.45  -0.50
67 Br -9.14 5.12 1.03  -0.12
68 H -7.01 5.36 -0.99  0.42
69 H -6.25 3.76 -1.10  0.15
70 H -6.95 4.00 1.21  0.21
71 H -8.14 2.91 0.46  0.42
72 Br -3.19 -5.62 3.09  -0.09
73 C -4.64 -4.32 3.25  -0.64
74 C -4.17 -2.92 2.97  -0.25
75 Br -3.15 -2.15 4.44  -0.17
76 H -5.06 -4.44 4.25  0.40
77 H -5.38 -4.62 2.51  0.39
78 H -5.01 -2.25 2.83  0.39
79 H -3.52 -2.90 2.10  0.00
80 Br -0.27 8.78 2.35  -0.13
81 C -1.10 8.94 0.60  -0.60
82 C -2.58 8.67 0.65  -0.60
83 Br -2.96 6.77 0.86  -0.02
84 H -0.58 8.24 -0.05  0.31
85 H -0.91 9.96 0.27  0.39
86 H -3.05 8.96 -0.28  0.37
87 H -3.07 9.17 1.48  0.37
88 Br -4.36 -6.64 7.13  -0.17
89 C -4.83 -8.40 6.46  -0.59
90 C -4.91 -8.42 4.96  0.00
91 Br -6.53 -7.55 4.31  -0.13
92 H -5.76 -8.68 6.94  0.43
93 H -4.03 -9.07 6.79  0.35
94 H -4.96 -9.44 4.58  0.30
95 H -4.08 -7.90 4.49  -0.20
96 Br 4.69 10.23 -2.08  -0.13
97 C 5.82 10.97 -3.48  -0.59
98 C 7.27 10.95 -3.09  -0.42
99 Br 7.70 12.32 -1.79  -0.11
100 H 5.46 11.98 -3.67  0.38
101 H 5.65 10.35 -4.36  0.34
102 H 7.90 11.15 -3.96  0.35
103 H 7.56 10.00 -2.65  0.17
104 Br -4.99 -2.31 -5.19  -0.14
105 C -3.79 -0.84 -4.78  -0.61
106 C -2.84 -1.20 -3.66  -0.36
107 Br -3.74 -1.17 -1.93  -0.15
108 H -4.41 0.01 -4.55  0.35
109 H -3.23 -0.65 -5.70  0.41
110 H -2.04 -0.46 -3.60  0.14
111 H -2.41 -2.19 -3.77  0.36
112 Br -1.08 -8.96 5.00  -0.09
113 C 0.15 -7.63 5.70  -0.66
114 C 0.11 -6.36 4.90  -0.25
115 Br 1.04 -6.55 3.19  -0.16
116 H 1.13 -8.09 5.71  0.39
117 H -0.18 -7.44 6.72  0.38
118 H 0.62 -5.56 5.42  0.39
119 H -0.91 -6.05 4.67  0.03
120 Br -10.38 -9.55 -0.03  -0.14
121 C -10.64 -9.51 1.90  -0.58
122 C -9.35 -9.28 2.63  -0.62
123 Br -8.24 -10.88 2.67  -0.12
124 H -11.12 -10.44 2.17  0.38
125 H -11.33 -8.68 2.08  0.36
126 H -9.54 -9.04 3.68  0.36
127 H -8.74 -8.50 2.18  0.35
128 Br 4.05 1.53 -8.37  -0.13
129 C 2.20 1.94 -8.79  -0.62
130 C 1.60 2.89 -7.79  -0.58
131 Br 1.21 1.99 -6.11  -0.12
132 H 1.67 0.99 -8.83  0.35
133 H 2.21 2.39 -9.78  0.36
134 H 0.65 3.28 -8.15  0.34
135 H 2.26 3.72 -7.56  0.37
136 Br -0.54 -10.63 1.24  -0.12
137 C -0.26 -12.26 2.27  -0.62
138 C -1.54 -13.03 2.45  -0.54
139 Br -2.69 -12.19 3.77  -0.14
140 H 0.18 -11.95 3.21  0.35
141 H 0.46 -12.84 1.70  0.36
142 H -1.33 -14.03 2.83  0.34
143 H -2.11 -13.11 1.53  0.37

E = -2026639.6227 eV
maximum force = 1.07 eV Å⁻¹
net charge = +1
HOMO = -0.4048 Eh
orbital gap = 0.2711 Ha

An isolated molecule of C20H28N2O3, computed with ωB97M-V with the def2-TZVPD basis set.

Each line ends with the Mulliken charge.
Element x y z (Å)
1 C 4.15 -2.90 -1.03  -1.02
2 O 2.84 -2.91 -0.51  -0.38
3 C 2.63 -3.40 0.75  0.80
4 C 3.65 -3.83 1.59  -0.69
5 C 3.36 -4.29 2.87  -0.59
6 C 2.05 -4.32 3.31  -0.88
7 C 1.03 -3.89 2.47  -0.34
8 C 1.30 -3.43 1.20  0.49
9 C 0.17 -3.00 0.31  -0.92
10 H 0.55 -2.63 -0.65  0.45
11 H -0.48 -3.85 0.12  0.33
12 C -0.70 -1.95 1.00  0.91
13 O -1.81 -2.23 1.40  -0.69
14 N -0.16 -0.73 1.19  0.28
15 C 1.10 -0.24 0.68  -0.57
16 H 1.67 -1.04 0.22  0.25
17 C 0.85 0.88 -0.33  -0.86
18 H 1.81 1.26 -0.70  0.36
19 C 0.05 2.01 0.31  0.38
20 C -1.26 1.43 0.87  -0.43
21 C -0.95 0.30 1.84  -1.46
22 H -1.87 -0.17 2.20  0.54
23 H -0.38 0.69 2.70  0.38
24 H -1.83 2.21 1.38  0.40
25 H -1.87 1.03 0.06  0.20
26 C -0.19 3.20 -0.63  -1.12
27 C -0.87 2.84 -1.96  -0.24
28 C -1.22 4.11 -2.70  0.00
29 O -0.46 4.65 -3.48  -0.67
30 N -2.43 4.66 -2.41  -0.12
31 C -3.44 4.12 -1.57  0.12
32 C -4.87 4.44 -1.88  -0.75
33 C -4.36 3.04 -2.09  -0.47
34 H -4.67 2.26 -1.41  0.25
35 H -4.21 2.71 -3.11  0.22
36 H -5.54 4.62 -1.06  0.24
37 H -5.07 5.04 -2.75  0.27
38 H -3.16 4.07 -0.52  0.18
39 H -2.64 5.50 -2.92  0.26
40 H -1.77 2.25 -1.78  0.29
41 H -0.18 2.27 -2.58  0.38
42 H -0.79 3.94 -0.11  0.45
43 H 0.77 3.67 -0.86  0.35
44 H 0.63 2.40 1.16  0.31
45 H 0.30 0.47 -1.17  0.30
46 H 1.68 0.16 1.53  0.17
47 H 0.01 -3.92 2.81  0.46
48 H 1.82 -4.67 4.31  0.39
49 H 4.16 -4.62 3.51  0.38
50 H 4.68 -3.81 1.27  0.41
51 H 4.81 -2.25 -0.45  0.38
52 H 4.57 -3.91 -1.07  0.37
53 H 4.06 -2.51 -2.04  0.26

E = -30317.4202 eV
SMILES = COc1ccccc1CC(=O)N1CCC(CCC(=O)NC2CC2)CC1
maximum force = 0.80 eV Å⁻¹
net charge = 0
HOMO = -0.3174 Eh
relative energy (zero: lowest compared OMol25 entry of this formula, charge and spin) = 39.10 kcal/mol
orbital gap = 0.3426 Ha